Formula: C4H6OS2
Source: the OMol25 dataset
Level of theory: ωB97M-V/def2-TZVPD

**Energy**: -27961.79034 eV
**Net charge**: 0
**HOMO-LUMO gap**: 7.87 eV
**SMILES string**: CC(=S)SCC=O
**Energy above the lowest of the compared OMol25 structures with the same formula, charge and spin**: 1.488 eV
**HOMO level**: -0.327 Eh

Last column: Löwdin charge in e.
Cartesian coordinates (Å):
C1 -0.480011 -1.210803 1.435141  -0.19
C2 -1.241277 -0.212688 0.588400  -1.11
S1 -2.713418 -0.594465 -0.099623  0.67
S2 -0.532043 1.394401 0.498257  0.85
C3 0.271381 1.263881 -1.120329  -0.46
C4 1.496980 0.440652 -1.007175  -0.33
O1 1.538646 -0.767900 -1.277718  0.02
H1 -0.931628 -1.263295 2.421164  0.08
H2 0.568924 -0.927764 1.548735  0.06
H3 -0.515126 -2.209670 0.952561  0.09
H4 -0.410750 0.831280 -1.887540  0.10
H5 0.554575 2.297888 -1.475711  0.10
H6 2.393747 0.958484 -0.576162  0.13

Forces on atoms 1 to 6 (eV/Å):
0.2276 -0.3977 -0.8125
-1.8842 -1.6356 -0.3913
2.0138 0.6589 0.7631
0.2154 0.9720 -0.1684
-0.4831 0.8879 -1.6332
0.9193 -2.7518 0.0507